Formula: C3H4N2O2
Source: the Open Molecules 2025 dataset
Level of theory: ωB97M-V/def2-TZVPD

Geometry (Å):
N -1.7819 -0.3512 -0.1758
C -0.4850 -0.1297 0.1568
C 0.0894 0.9567 0.7510
O 1.4555 0.5959 1.0613
C 1.5965 -0.0220 -0.1353
O 2.2627 0.3708 -1.0385
N 0.5178 -1.0306 -0.2433
H -1.9488 -0.8786 -1.0200
H -2.4187 0.4097 0.0115
H 0.0621 1.9426 0.3048
H 0.6504 -1.8636 0.3274

The calculation puts the LUMO energy at 0.75 eV. Its relative energy (zero: lowest compared OMol25 entry of this formula, charge and spin) is 78.28 kcal per mole. For the calculated total energy, the calculation gives -10248.8705 eV. The HOMO energy comes out at -8.6 eV. The value obtained for the HOMO-LUMO gap is 9.38 eV.